Here is a cluster of 7 separate species, C27H44B2NO15 in total from the OMol25 dataset. Energies are from ωB97M-V/def2-TZVPD.

Calculated values
**DFT total energy**: -62268.6048 eV

The geometry in ORCA input format:
```
! wB97M-V def2-TZVPD RIJCOSX def2/J DEFGRID3
* xyz -1 1
C 0.99 5.69 5.45
C -0.13 5.04 6.46
O -0.71 3.87 5.77
B -0.45 2.61 6.49
O -1.66 1.77 6.82
B 1.01 1.99 6.91
N 2.21 2.60 6.20
C 2.57 1.72 5.20
O 2.67 0.84 4.17
H 0.36 6.18 4.55
H 1.70 6.48 5.95
H 1.64 4.84 4.92
H 0.25 4.83 7.55
H -1.00 5.86 6.56
H -2.25 1.92 6.00
H 1.06 0.81 6.69
H 1.21 2.15 8.09
O -1.53 -1.40 3.84
C -0.73 -2.01 3.15
O -1.04 -3.14 2.44
C 0.16 -3.65 1.85
C 1.10 -2.48 1.78
C 0.72 -1.67 2.99
H 0.54 -4.46 2.47
H -0.07 -4.05 0.85
H 2.15 -2.77 1.76
H 0.89 -1.89 0.87
H 1.26 -2.00 3.88
H 0.86 -0.60 2.83
O 2.56 -0.97 -0.09
C 2.27 0.16 -0.42
O 0.99 0.62 -0.58
C 1.02 1.95 -1.08
C 2.38 2.48 -0.70
C 3.25 1.25 -0.76
H 0.87 1.93 -2.16
H 0.22 2.54 -0.62
H 2.73 3.29 -1.35
H 2.36 2.87 0.33
H 3.64 1.07 -1.77
H 4.06 1.29 -0.03
O 3.65 3.59 -2.92
C 4.44 2.98 -3.61
O 4.14 1.85 -4.32
C 5.33 1.34 -4.92
C 6.28 2.51 -4.99
C 5.90 3.32 -3.77
H 5.72 0.53 -4.29
H 5.11 0.94 -5.91
H 7.33 2.22 -5.01
H 6.07 3.10 -5.90
H 6.44 2.99 -2.88
H 6.04 4.39 -3.94
O 1.15 -6.12 -0.65
C 0.21 -6.29 -1.42
O 0.35 -6.60 -2.74
C -0.94 -6.62 -3.35
C -1.91 -6.85 -2.22
C -1.24 -6.16 -1.06
H -1.10 -5.66 -3.86
H -0.98 -7.42 -4.09
H -2.91 -6.46 -2.44
H -2.00 -7.92 -2.01
H -1.49 -5.09 -1.02
H -1.46 -6.65 -0.12
O -2.68 5.47 -0.61
C -3.00 4.34 -0.94
O -2.80 3.81 -2.18
C -3.39 2.51 -2.23
C -3.48 2.05 -0.80
C -3.69 3.35 -0.05
H -4.38 2.59 -2.70
H -2.76 1.85 -2.84
H -4.26 1.31 -0.63
H -2.52 1.61 -0.49
H -4.75 3.61 0.01
H -3.24 3.32 0.94
O -4.17 -4.60 -4.79
C -4.17 -3.83 -3.84
O -3.05 -3.26 -3.32
C -3.40 -2.50 -2.16
C -4.87 -2.21 -2.32
C -5.38 -3.42 -3.06
H -3.19 -3.11 -1.28
H -2.80 -1.59 -2.12
H -5.38 -2.03 -1.36
H -5.01 -1.31 -2.94
H -5.66 -4.23 -2.38
H -6.21 -3.16 -3.72
*
```


Here is a structure of composition CHO2Zn from the OMol25 dataset. Energies are from ωB97M-V/def2-TZVPD.

Calculated values
**Expectation value of S²**: 0.78
**Energy relative to the best compared isomer or geometry (same formula, charge and spin)**: 0.394 eV

The geometry in ORCA input format:
```
! wB97M-V def2-TZVPD RIJCOSX def2/J DEFGRID3
* xyz 0 2
H -2.07 0.34 -0.35
O -0.08 0.26 0.57
C 0.87 -0.57 0.69
O 1.90 -0.92 0.18
Zn -0.61 0.90 -1.10
*
```


Here is a structure of composition AgBr from the OMol25 dataset. Energies are from ωB97M-V/def2-TZVPD.

Calculated values
**Expectation value of S²**: 2.00
**Energy relative to the best compared isomer or geometry (same formula, charge and spin)**: 0.080 eV

The geometry in ORCA input format:
```
! wB97M-V def2-TZVPD RIJCOSX def2/J DEFGRID3
* xyz 2 3
Ag 0.15 -0.64 -1.18
Br -0.15 0.64 1.18
*
```


Here is a cluster of 14 separate species, C36H104N4O14 in total from the OMol25 dataset. Energies are from ωB97M-V/def2-TZVPD.

Calculated values
**Energy relative to the best compared isomer or geometry (same formula, charge and spin)**: 0.000 eV

The geometry in ORCA input format:
```
! wB97M-V def2-TZVPD RIJCOSX def2/J DEFGRID3
* xyz 0 1
C 2.16 2.93 4.56
C 3.34 3.39 3.70
O 3.72 2.48 2.71
H 1.26 2.84 3.96
H 1.91 3.69 5.31
H 2.36 2.01 5.12
H 4.17 3.69 4.34
H 2.99 4.32 3.23
H 2.91 2.15 2.22
C 7.16 -0.48 2.40
C 5.64 -0.68 2.37
O 5.32 -1.79 3.24
H 7.49 -0.28 3.42
H 7.44 0.33 1.72
H 7.66 -1.38 2.05
H 5.27 -0.92 1.38
H 5.12 0.22 2.71
H 5.14 -1.45 4.12
C -0.45 -0.12 5.24
C -1.55 0.46 6.10
O -2.24 1.49 5.35
H 0.26 -0.73 5.81
H 0.12 0.60 4.65
H -0.87 -0.82 4.50
H -1.21 0.91 7.04
H -2.27 -0.33 6.32
H -2.78 1.97 5.98
C 2.39 -2.75 4.70
C 2.88 -4.01 4.02
O 3.16 -3.68 2.64
H 1.36 -2.56 4.39
H 3.01 -1.91 4.38
H 2.46 -2.79 5.79
H 2.10 -4.77 3.95
H 3.79 -4.37 4.49
H 3.91 -3.06 2.66
C -3.06 1.83 -5.57
C -3.38 2.42 -6.92
O -3.50 1.34 -7.83
H -2.12 1.27 -5.63
H -3.78 1.08 -5.23
H -2.95 2.57 -4.78
H -2.59 3.12 -7.20
H -4.30 3.02 -6.84
H -4.01 1.62 -8.60
C -0.09 4.78 0.17
C -0.51 5.34 -1.21
O -1.94 5.32 -1.28
H -0.34 3.73 0.17
H -0.69 5.24 0.96
H 0.94 5.07 0.38
H -0.09 4.74 -2.00
H -0.16 6.37 -1.24
H -2.25 6.19 -1.01
C -3.39 -2.15 3.29
C -2.19 -2.55 2.47
O -2.53 -3.65 1.62
H -4.21 -1.83 2.65
H -3.18 -1.30 3.94
H -3.77 -2.98 3.89
H -1.37 -2.86 3.13
H -1.75 -1.74 1.87
H -1.68 -4.13 1.45
C -3.65 2.08 2.31
C -2.24 2.53 1.98
O -1.27 1.65 2.57
H -3.82 1.03 2.02
H -4.39 2.69 1.79
H -3.93 2.11 3.36
H -2.06 3.53 2.37
H -2.03 2.54 0.92
H -1.52 1.44 3.48
C -4.73 3.13 -2.14
C -6.05 2.58 -1.64
O -6.83 2.17 -2.79
H -4.92 3.88 -2.91
H -4.14 2.32 -2.59
H -4.07 3.59 -1.40
H -6.66 3.35 -1.18
H -5.94 1.73 -0.97
H -6.49 1.32 -3.08
C 1.95 -1.24 -2.89
C 2.91 -2.08 -3.71
O 2.97 -1.66 -5.06
H 0.93 -1.26 -3.29
H 2.28 -0.21 -2.80
H 1.93 -1.63 -1.87
H 2.64 -3.15 -3.69
H 3.91 -2.03 -3.28
H 2.09 -1.76 -5.45
C 1.53 -0.74 1.70
C 1.45 0.37 0.67
C 0.23 0.20 -0.22
O 0.24 1.16 -1.29
C -1.03 1.22 -1.89
N 1.43 1.70 1.29
H 2.16 -0.43 2.54
H 1.87 -1.72 1.38
H 0.51 -0.89 2.07
H 2.32 0.33 0.00
H -0.71 0.24 0.33
H 0.29 -0.75 -0.77
H -1.20 0.33 -2.50
H -1.09 2.09 -2.56
H -1.87 1.41 -1.21
H 0.60 1.73 1.89
H 1.28 2.38 0.56
C 2.28 3.83 -2.52
C 3.80 3.66 -2.53
C 4.26 2.65 -1.52
O 5.64 2.42 -1.64
C 6.03 1.25 -0.98
N 4.28 3.46 -3.90
H 2.01 4.24 -1.55
H 1.85 2.83 -2.61
H 1.92 4.44 -3.34
H 4.19 4.66 -2.29
H 3.71 1.71 -1.69
H 4.01 3.02 -0.51
H 5.66 0.36 -1.51
H 5.71 1.17 0.06
H 7.12 1.22 -1.03
H 5.21 3.03 -3.89
H 3.74 2.71 -4.34
C -4.44 -0.70 -0.16
C -4.81 -2.02 -0.82
C -3.71 -2.52 -1.75
O -3.57 -1.58 -2.81
C -2.52 -1.92 -3.70
N -5.12 -3.02 0.23
H -4.43 0.08 -0.93
H -3.50 -0.70 0.40
H -5.18 -0.45 0.60
H -5.76 -1.89 -1.34
H -4.08 -3.45 -2.23
H -2.78 -2.76 -1.24
H -2.70 -2.92 -4.11
H -1.54 -1.76 -3.23
H -2.57 -1.20 -4.53
H -4.32 -2.98 0.87
H -5.02 -3.96 -0.14
C 1.81 -4.40 -0.60
C 0.32 -4.32 -0.33
C -0.48 -5.38 -1.08
O -0.30 -5.11 -2.45
C -0.91 -6.10 -3.26
N 0.10 -4.48 1.13
H 2.07 -3.97 -1.57
H 2.20 -5.42 -0.65
H 2.41 -3.86 0.14
H -0.12 -3.41 -0.76
H -1.55 -5.25 -0.84
H -0.10 -6.39 -0.84
H -1.99 -6.19 -3.07
H -0.42 -7.05 -3.02
H -0.75 -5.86 -4.30
H 0.83 -3.96 1.62
H 0.38 -5.45 1.25
*
```


Here is a cluster of 2 separate species, C7H7ClN6O in total from the OMol25 dataset. Energies are from ωB97M-V/def2-TZVPD.

Calculated values
**Energy relative to the best compared isomer or geometry (same formula, charge and spin)**: 4.784 eV

The geometry in ORCA input format:
```
! wB97M-V def2-TZVPD RIJCOSX def2/J DEFGRID3
* xyz 0 1
C 3.14 -1.08 0.71
C 0.92 -1.11 1.45
C -0.08 -1.40 -0.94
C -0.97 -0.50 -0.44
C 1.79 -1.10 0.34
C -0.69 2.24 0.41
C -0.47 -2.66 -1.72
N 4.23 -1.22 1.09
N 0.06 -1.34 2.17
N 1.27 -1.15 -0.85
N -0.14 1.39 -0.41
N -0.44 3.60 0.27
N -1.43 1.73 1.41
O 0.99 1.41 -0.98
Cl -2.58 -0.64 -0.57
H -1.39 -2.56 -2.28
H -0.48 -3.71 -1.19
H 0.20 -2.96 -2.53
H 0.26 3.89 -0.34
H -0.52 4.23 1.12
H -1.39 0.70 1.51
H -2.28 2.23 1.75
*
```


Here is a cluster of 2 separate species, C3H8O2 in total from the OMol25 dataset. Energies are from ωB97M-V/def2-TZVPD.

Calculated values
**Energy relative to the best compared isomer or geometry (same formula, charge and spin)**: 1.320 eV
**Structure (SMILES)**: C=C(C)O.O

The geometry in ORCA input format:
```
! wB97M-V def2-TZVPD RIJCOSX def2/J DEFGRID3
* xyz 0 1
C -0.55 -0.95 1.35
C 0.00 -0.79 0.16
O -0.77 -0.47 -0.93
C 1.47 -0.98 -0.13
H 0.06 -1.24 2.19
H -1.60 -0.79 1.52
H -1.01 0.46 -1.06
H 1.62 -0.74 -1.17
H 2.12 -0.38 0.52
H 1.74 -2.03 0.01
H 0.40 2.96 -0.06
H -0.21 1.61 0.09
O -0.33 2.43 -0.40
*
```